Record 1
# C25H62N5O17V

A molecular structure, C25H62N5O17V (ωB97M-V/def2-TZVPD, the Open Molecules 2025 dataset).

Electronic energy   -3486.30203 Ha
LUMO   0.4157 eV
Charge   -2
F_max   7.75 eV/Å
HOMO energy   -2.011 eV
Gap between HOMO and LUMO   2.427 eV

Geometry as XYZ:
```
110
Properties=species:S:1:pos:R:3:forces:R:3
O 1.0092 2.7727 -0.0417 0.8051 1.4153 -3.0104
V 1.4795 3.5075 -1.3997 -0.1130 -2.1533 1.1359
O 1.2529 2.5021 -2.6174 0.1595 1.5847 2.0718
O 3.2352 8.1259 -5.6280 -0.8697 1.4717 -4.6293
C 3.3010 7.6683 -4.4363 4.5789 1.5738 6.0566
O 4.1092 8.1958 -3.6591 0.3944 0.7628 0.2814
O 2.6097 6.7033 -4.1884 -3.3461 -3.8110 0.4643
H 2.5774 7.4450 -5.7871 -1.0179 -0.2170 -2.2292
O 7.3367 2.2338 -0.1311 0.2740 -1.2476 -0.7225
C 6.4685 3.2362 -0.4125 -1.0550 3.5644 1.8987
O 6.7736 4.3612 -0.0365 1.1097 0.5659 -0.0378
O 5.3436 2.9339 -0.8624 -1.1762 -1.8778 -1.2848
H 6.7950 1.5679 -0.5610 0.3106 -1.2640 0.0739
O 0.0887 7.6514 2.4257 -1.8513 0.0286 0.5460
C 1.3691 7.5525 2.1194 4.7992 0.1954 -1.0612
O 2.2569 8.1049 2.7992 -1.0591 1.2646 2.3928
O 1.7851 6.9600 1.1270 -1.7736 -2.1806 -2.4416
H 0.1743 8.1836 3.2201 -0.4353 0.2859 0.4394
C 3.5708 -7.4387 1.9365 -0.0758 -1.0783 0.5903
O 3.7260 -6.1088 1.5322 1.4800 -0.8288 -0.0682
C 2.5429 -5.5234 1.1424 -1.0257 2.2545 -0.8443
C 2.8010 -4.0571 0.5882 0.4752 -1.8673 1.8501
N 3.5148 -4.0686 -0.6539 -0.7251 1.5871 -1.3723
C 3.5056 -2.6158 -1.0978 1.1197 -0.7813 0.1074
C 4.5030 -2.3227 -2.2141 -0.3801 -0.7708 -0.5545
O 5.7525 -2.0298 -1.6471 1.0467 0.1087 -0.0736
C 6.9045 -2.3083 -2.4747 -1.0425 0.4456 0.3705
H 2.9406 -8.0459 1.2866 -0.2774 0.2725 -0.3665
H 3.1793 -7.5608 2.9464 -0.5811 0.5378 0.2512
H 4.4837 -8.0262 2.0341 0.6454 0.7191 -0.5356
H 1.8642 -5.4970 1.9949 -0.3152 0.1898 0.1440
H 2.0476 -6.0429 0.3221 0.0177 -0.4835 -0.1196
H 3.4637 -3.5545 1.2927 -0.3504 0.2262 0.7428
H 1.8719 -3.4897 0.5341 -0.0951 -0.2385 -0.1607
H 4.4642 -4.3340 -0.4343 0.2678 0.0602 -0.1945
H 3.8467 -1.9756 -0.2842 -0.0207 0.1359 0.3560
H 2.4822 -2.2971 -1.2957 0.0142 -0.2974 -0.4017
H 4.1346 -1.5476 -2.8862 0.0892 0.5533 0.1742
H 4.6186 -3.1884 -2.8663 -0.1664 -0.4753 -0.0450
H 7.0287 -3.3845 -2.5944 0.1619 -0.1601 0.1464
H 7.7602 -1.8307 -1.9974 -0.0905 -0.2602 0.0938
H 6.8116 -1.8796 -3.4726 -0.1970 0.1800 -0.0963
C -4.8417 4.9330 -1.1812 0.7751 -1.0844 -0.1252
C -3.6605 4.1516 -1.8798 -2.3893 -0.6904 1.4012
C -4.1275 3.5235 -3.1838 1.0674 -0.1714 -0.6666
O -5.1001 2.5351 -2.9609 -0.6883 -1.4625 -0.1062
C -5.5141 1.7724 -4.1330 0.1776 1.3282 0.5151
N -2.4267 4.8702 -1.9383 0.1016 0.8786 -0.5322
H -5.6495 4.2200 -1.0159 -0.2533 0.1127 -0.2867
H -5.1909 5.7946 -1.7502 0.0596 0.0249 0.0055
H -4.5314 5.2124 -0.1744 0.1270 0.3853 -0.0630
H -3.4530 3.3127 -1.2155 -0.1741 -0.3134 0.0360
H -3.2345 3.0747 -3.6187 0.2104 -0.1892 -0.2694
H -4.4819 4.2513 -3.9138 -0.2160 0.4141 -0.0434
H -6.2040 0.9639 -3.8911 0.0386 0.2769 0.6501
H -4.7044 1.3056 -4.6937 0.4317 0.2617 0.1522
H -6.0418 2.4826 -4.7696 -0.0397 -0.1210 -0.4082
H -2.3659 5.3102 -1.0312 0.5735 -0.0472 0.4494
H -2.6170 5.6843 -2.5049 0.4247 0.3512 -0.6223
C -2.0859 -4.0452 -3.1748 0.4569 1.3158 -1.6146
C -1.3101 -4.7418 -4.3274 -0.8764 1.1726 -0.1002
C -0.6365 -3.7827 -5.3851 0.3368 -0.7528 2.4343
O -1.4952 -2.7410 -5.6584 -0.7216 0.7868 -0.9540
C -0.8496 -1.5302 -6.0891 -0.5210 -1.0010 0.4862
N -0.3883 -5.6489 -3.6914 0.5982 -0.9924 -0.2980
H -2.6650 -3.2042 -3.5561 -0.5677 -0.2775 -0.1038
H -1.3557 -3.5153 -2.5631 0.0537 -0.4910 0.6069
H -2.7176 -4.7733 -2.6660 0.1988 0.2029 0.2426
H -2.0511 -5.2823 -4.9166 -0.0162 -0.4827 0.0712
H -0.3040 -4.3554 -6.2509 -0.0468 0.0009 -0.2275
H 0.2291 -3.3637 -4.8720 0.6251 -0.0240 -0.0391
H -1.6760 -0.8532 -6.3056 0.3590 0.1824 0.0137
H -0.2237 -1.6930 -6.9665 -0.0497 -0.0056 -0.1767
H -0.2190 -1.1910 -5.2673 0.0260 0.4009 -0.0297
H 0.4202 -5.1884 -3.2985 0.2579 0.4525 -0.2869
H -0.8549 -5.9790 -2.8587 -0.0783 -0.4681 0.0096
C -3.9700 -1.3176 1.8245 -0.5810 -0.9765 -0.0425
C -5.5218 -1.5953 1.7255 1.9051 -1.0559 0.0788
C -6.0581 -2.5125 2.8362 0.2332 -0.1320 0.3879
O -5.4028 -3.7839 2.8617 -0.1576 0.1309 -0.4035
C -6.0097 -4.7606 3.6909 0.6199 -0.0332 -0.0651
N -6.1665 -0.3265 1.6703 -0.9579 0.9673 -0.1081
H -3.3751 -2.2289 1.8856 -0.0347 -0.0325 0.1525
H -3.7877 -0.7104 2.7111 -0.0827 -0.1805 0.3248
H -3.5469 -0.7206 1.0166 -0.4636 -0.0842 -0.3750
H -5.8574 -2.1230 0.8327 0.7023 -0.1162 -0.3915
H -7.1202 -2.6621 2.6417 -0.2376 0.1400 0.1385
H -5.9076 -2.0678 3.8200 -0.2182 0.3255 0.2110
H -6.8385 -5.3082 3.2422 -0.2968 0.3172 -0.3889
H -6.3425 -4.3671 4.6514 0.0148 0.2433 0.0986
H -5.2401 -5.5102 3.8748 0.0587 0.0530 0.1197
H -6.0974 -0.0494 0.7015 -0.3797 0.2850 -0.1693
H -5.5850 0.3588 2.1311 -0.1114 0.1617 0.4132
C 3.1945 0.9682 5.5750 -1.1762 1.2404 0.3395
C 2.8379 1.9119 6.7700 0.7473 1.7101 -0.9788
C 1.7602 2.9829 6.3580 0.4484 -0.2672 -0.7603
O 0.5321 2.3445 6.1216 -0.8489 -1.0864 0.4897
C -0.4517 3.1077 5.4078 1.5412 -0.1472 0.9038
N 2.4977 1.2979 8.0136 -1.0062 -1.3285 0.6616
H 3.2356 1.6141 4.6980 0.0227 0.0810 -0.0939
H 2.3088 0.3530 5.4162 0.3648 -0.6003 -0.0772
H 4.1584 0.4594 5.5750 -0.3282 -0.2517 0.6428
H 3.7401 2.4654 7.0305 0.1608 0.4020 -0.4521
H 2.0417 3.5330 5.4601 0.4123 -0.0760 -0.3105
H 1.6348 3.7641 7.1078 0.0953 -0.0155 0.5871
H -0.0423 3.1687 4.3994 -0.7419 0.4344 -0.3005
H -0.5142 4.0732 5.9099 -0.1446 0.4004 -0.3991
H -1.4242 2.6258 5.5089 0.2377 -0.2306 -0.3007
H 1.5653 0.9262 7.9015 -0.2797 -0.6994 -0.1366
H 2.2968 2.0008 8.7105 0.5125 0.4570 0.1460
```
Forces are in eV/Å.

Record 2
# C25H62O12S7

8 unconnected molecules or ions with the total composition C25H62O12S7 (ωB97M-V/def2-TZVPD, the Open Molecules 2025 dataset).

Electronic energy   -4679.65623 Ha
LUMO   0.4365 eV
F_max   4.96 eV/Å
HOMO energy   -8.200 eV
Gap between HOMO and LUMO   8.636 eV

Geometry as XYZ:
```
106
Properties=species:S:1:pos:R:3:forces:R:3
C -3.5124 -0.3229 5.7582 0.4384 0.0272 -0.2751
C -3.7637 -1.3161 4.6386 -0.6901 0.1212 0.7227
O -4.1033 -0.6638 3.4215 0.7200 -0.2871 0.0399
C -3.3852 -1.0719 2.2793 0.1127 0.3407 -0.5920
C -2.4292 0.0189 1.7169 -1.0090 0.1618 -0.0871
C -2.1008 1.1379 2.6831 0.9631 -1.2983 -0.1372
C -3.0449 2.3245 2.7546 4.4678 -1.2451 1.7619
O -4.0791 2.4750 2.2917 -4.4050 0.6779 -1.7269
O -2.3885 3.2076 3.5622 -0.0832 0.5744 -0.3769
C -1.0060 3.1673 3.1214 -0.8964 -0.2413 0.6088
C -0.6790 1.7164 2.6161 -1.5418 2.9355 1.0349
O 0.2371 1.2406 3.5754 0.1344 -0.6597 -0.8217
C 0.6979 -0.0675 3.3165 0.7705 -0.3164 0.6619
C -0.0035 -1.1335 4.1439 -0.5265 0.0990 -1.0524
C 0.3602 -2.5356 3.6836 -0.1606 0.3135 0.2726
O 0.2259 -0.9499 5.5188 0.1523 0.0028 0.3296
H -4.1174 0.5636 5.5954 -0.3165 0.0404 0.1777
H -3.6816 -0.7727 6.7383 -0.1672 0.2283 -0.3962
H -2.4746 0.0094 5.7531 0.2046 0.0954 -0.0177
H -2.9124 -1.9905 4.5560 0.1253 -0.0861 -0.3761
H -4.6217 -1.9242 4.9316 -0.0888 -0.2003 -0.0980
H -2.8287 -2.0019 2.4137 -0.0386 -0.1050 0.4590
H -4.1220 -1.2779 1.5072 -0.1188 -0.1188 -0.1404
H -1.5406 -0.4323 1.2931 0.2777 -0.1401 0.0517
H -2.9419 0.4547 0.8675 0.0668 0.2157 -0.2665
H -2.1376 0.7778 3.7107 -0.2313 -0.1406 0.1220
H -0.9729 3.9163 2.3362 0.6499 0.1113 -0.0460
H -0.4581 3.3951 4.0200 0.6482 0.3047 -0.1010
H -0.2959 1.9178 1.6189 0.4725 -1.0726 -0.2716
H 1.7426 -0.0981 3.6504 0.2035 0.1332 -0.1202
H 0.7128 -0.3292 2.2586 -0.2622 0.1383 -0.1710
H -1.0680 -1.0119 3.9776 -0.2797 0.0779 0.2536
H 1.4006 -2.7130 3.9474 0.1356 -0.3734 -0.0952
H 0.1872 -2.6851 2.6226 0.1818 0.1581 -0.2672
H -0.3050 -3.2252 4.1881 0.1696 -0.3325 0.3233
H 1.1779 -0.8331 5.6372 -0.1216 0.0028 0.0871
C -2.0607 -0.6402 -3.6627 -0.1689 -0.0566 0.1452
S -2.1452 0.9622 -2.8523 -0.1021 -0.0167 -0.1959
O -1.7426 0.7617 -1.4284 0.0478 -0.0871 0.1348
C -3.9329 1.0968 -2.8794 -0.1315 -0.2079 0.1336
H -1.0163 -0.9401 -3.7154 -0.4314 0.1833 0.1045
H -2.6262 -1.3732 -3.0856 -0.0233 0.0709 0.1191
H -2.4625 -0.5562 -4.6720 0.1543 0.0353 -0.0056
H -4.3720 0.2477 -2.3522 0.1362 -0.0388 0.0290
H -4.2784 1.1263 -3.9104 0.0472 0.0945 -0.0097
H -4.2116 2.0213 -2.3829 0.0587 0.0478 -0.0560
C -1.1418 -0.4155 9.5779 0.0839 0.1099 0.0119
S -2.4061 -1.6895 9.4980 0.0846 -0.0770 0.0109
O -3.4861 -1.1705 8.6182 -0.0073 -0.0986 0.5275
C -2.9712 -1.5098 11.1960 -0.0243 0.0731 0.1105
H -0.6861 -0.3337 8.5921 -0.0619 -0.0608 -0.0263
H -1.5958 0.5369 9.8525 -0.0603 -0.0332 -0.0145
H -0.3853 -0.7017 10.3092 -0.0096 -0.0319 -0.0103
H -3.3043 -0.4859 11.3666 0.0031 0.0048 -0.0649
H -2.1586 -1.7637 11.8772 0.0086 -0.0216 -0.0264
H -3.8022 -2.1952 11.3497 0.0136 -0.0201 -0.0693
C 1.6067 0.0917 -6.4894 0.1320 0.1421 -0.0548
S 0.3967 -1.2282 -6.6426 0.1083 -0.0603 -0.0109
O -0.9538 -0.6051 -6.5605 0.0164 0.0828 -0.0691
C 0.7475 -1.9629 -5.0488 0.1391 -0.2163 0.1384
H 1.5382 0.7179 -7.3780 -0.0825 -0.0441 -0.0136
H 1.3891 0.6870 -5.6020 -0.0582 -0.0406 0.0138
H 2.6041 -0.3449 -6.4182 -0.0436 -0.0807 0.0695
H 0.5916 -1.2244 -4.2611 0.2967 -0.0680 -0.1776
H 1.7786 -2.3186 -5.0322 -0.0252 0.0906 -0.0459
H 0.0673 -2.8013 -4.9017 -0.0753 0.0485 -0.0768
C 6.3986 -1.2376 -4.7816 0.0027 0.1096 0.0235
S 5.2162 -2.5798 -4.9150 0.1650 -0.1193 0.0207
O 3.8539 -1.9665 -4.8373 0.0672 0.1110 -0.0523
C 5.5385 -3.3027 -3.3064 0.0814 0.0630 -0.0364
H 6.3242 -0.6249 -5.6778 0.0058 -0.0059 0.0040
H 6.1711 -0.6288 -3.9067 -0.0519 -0.0319 0.0018
H 7.4064 -1.6451 -4.7053 -0.0132 -0.0357 -0.0282
H 5.3580 -2.5623 -2.5309 -0.0660 -0.0080 -0.0123
H 6.5683 -3.6581 -3.2602 0.0025 0.0043 -0.0854
H 4.8594 -4.1401 -3.1688 -0.0360 0.0357 -0.0172
C 2.9971 -5.3757 0.4050 0.0429 -0.1237 -0.0029
S 3.4095 -3.6277 0.4801 -0.2006 0.0853 0.1115
O 4.4320 -3.3687 -0.5670 0.0646 -0.1182 0.1127
C 4.2685 -3.7068 2.0579 0.0883 -0.0507 0.0828
H 2.4826 -5.5614 -0.5357 -0.0027 0.0732 -0.0050
H 3.9092 -5.9716 0.4485 0.0269 0.0515 -0.0061
H 2.3385 -5.6279 1.2364 -0.0146 0.0381 -0.0071
H 5.0965 -4.4130 1.9919 -0.0099 0.0036 -0.0568
H 3.5687 -4.0136 2.8356 -0.0270 0.0139 -0.0254
H 4.6518 -2.7136 2.2839 -0.0349 0.0193 -0.0628
C -6.5230 5.3774 -4.2590 -0.0662 0.0530 0.0990
S -5.0039 4.8020 -5.0299 -0.0098 0.0389 -0.1018
O -4.6062 3.5509 -4.3318 -0.0472 0.1396 0.0055
C -3.9590 6.1177 -4.3905 0.0447 0.0899 0.0911
H -7.3123 4.6671 -4.4966 0.0523 -0.0328 -0.0400
H -6.3905 5.4300 -3.1781 0.0527 -0.0349 -0.0124
H -6.7828 6.3578 -4.6584 0.0125 -0.0120 -0.0297
H -3.9963 6.1210 -3.3009 -0.0279 -0.0595 -0.0083
H -4.2997 7.0750 -4.7856 -0.0089 -0.0182 -0.0280
H -2.9395 5.9296 -4.7210 -0.0306 -0.0614 -0.0341
C 5.9077 2.5825 -7.8637 -0.0557 -0.0787 -0.0727
S 6.4415 3.2808 -6.2942 -0.0008 0.0756 0.0073
O 7.2762 2.2538 -5.6161 -0.0915 -0.0948 -0.0388
C 4.8197 3.2456 -5.5172 -0.1092 -0.0591 0.0201
H 6.7831 2.4747 -8.5009 0.0335 0.0314 0.0532
H 5.4528 1.6055 -7.6966 0.0130 0.0098 0.0565
H 5.1938 3.2572 -8.3364 0.0169 0.0201 0.0140
H 4.4379 2.2239 -5.5062 0.0562 -0.0150 -0.0107
H 4.1406 3.8986 -6.0659 0.0268 0.0177 -0.0031
H 4.9262 3.6071 -4.4965 0.0661 0.0089 -0.0179
```
Forces are in eV/Å.